[1]
109
Properties=species:S:1:pos:R:3:forces:R:3 method="wB97M-V/def2-TZVPD" smiles="CCOC(=O)CCC[C@@H]1COS(=O)(=O)[C@@H](CCOC(=O)CC)C1.CC(C)=O.CC(C)=O.CC(C)=O.CC(C)=O.CC(C)=O.CC(C)=O" homo_lumo_gap_ha=0.363 lumo_ev=0.41 charge=0
H 3.6741 0.7148 -0.2782 -0.185 -0.009 0.194
H -2.3039 2.1784 2.2292 -0.019 0.007 0.006
H 1.1004 -0.8006 5.7443 -0.032 0.140 0.035
H 0.7232 -2.6318 0.9427 0.073 -0.098 0.229
H -1.1320 -3.6194 0.1476 -0.175 -0.094 -0.037
C 5.2621 1.4129 2.5757 0.032 0.047 -0.039
O 3.8995 -2.6948 -2.5472 -0.337 0.054 0.438
H 4.6983 1.6957 -1.9340 0.229 0.056 0.039
H -4.4052 -1.1423 -3.6315 0.017 0.002 0.000
H -0.8366 4.4688 -0.4300 -0.135 -0.103 -0.115
H -0.6500 -1.6015 -3.3221 0.009 -0.180 0.271
C -4.4998 3.2649 6.2534 -0.157 -0.055 -0.171
H 1.4384 0.4227 2.1444 -0.013 0.046 -0.009
O 3.3877 -4.7489 -1.2367 0.377 0.191 0.359
C -3.5790 3.1169 5.0661 0.067 0.015 0.026
H -0.0529 -0.3987 -2.1331 -0.027 0.030 0.137
H -4.2129 2.5640 7.0388 0.066 0.106 0.078
H 6.8597 2.8262 2.7829 -0.059 0.090 0.098
C -3.7328 -1.0126 -1.6114 -0.031 -0.118 -0.025
H 0.5500 1.3138 3.3842 0.038 0.137 0.100
O -3.0261 -0.0604 -1.8449 -0.094 0.150 0.131
O -3.6080 4.3331 -0.9761 0.048 0.087 -0.019
H 2.1525 0.6400 3.7524 -0.028 0.096 0.099
H -1.1017 -7.0308 -1.8332 -0.103 -0.095 0.290
H -4.8471 -1.5602 0.1374 -0.022 -0.137 -0.026
H -1.2757 0.0299 -3.3379 -0.100 0.141 0.075
O -3.9969 2.8089 3.9753 -0.082 -0.014 0.016
C -5.8523 5.0569 -0.6903 0.148 -0.084 0.179
H -3.1761 -1.0522 0.4494 0.012 0.005 0.003
O 0.3642 -1.7060 2.8919 -0.126 -0.094 0.085
H 1.3986 -4.2206 0.5386 -0.180 -0.179 0.124
C 3.6581 0.0077 -1.1039 0.970 0.557 -0.176
C 3.0509 -0.2869 -4.1634 1.067 -0.551 -1.652
C -0.3415 -3.5619 -0.6024 0.519 -0.057 0.413
H -6.1091 6.1157 -0.7494 -0.108 -0.026 -0.100
H -3.0249 -7.3721 -3.7875 -0.037 -0.171 -0.088
H -2.7193 -6.3478 -1.7006 -0.081 0.106 0.115
C -3.8201 -1.6094 -0.2277 0.167 0.172 0.034
H -1.2774 -7.4974 -4.0421 -0.001 -0.135 -0.139
H -0.2460 -1.8732 5.3145 0.003 -0.003 -0.011
O 1.8819 -3.9345 -2.9798 -0.091 0.282 -0.069
H 0.8214 0.9085 -4.1206 0.406 0.048 -0.021
C 0.6846 -0.1736 -4.1548 -0.920 0.138 0.341
H -0.5033 -0.1187 5.3827 0.106 0.084 0.053
H 5.2467 -3.1109 -1.0565 -0.006 -0.089 0.085
H -0.4301 2.8417 -1.0147 -0.168 0.068 -0.044
H 3.7439 1.7082 -4.1541 0.274 0.041 -0.022
H -5.6804 4.7907 0.3503 0.011 -0.010 -0.004
H 3.5300 -2.8585 0.7871 0.101 0.012 0.195
C -4.6563 5.0912 -2.9686 0.222 -0.083 0.017
H 4.2195 1.9260 4.3757 0.112 0.079 0.067
H 5.2568 3.5544 2.5255 0.074 0.026 0.118
H -5.6203 -1.6173 -2.4285 -0.003 -0.129 0.049
H 5.2810 0.2105 -2.6265 -0.012 -0.213 -0.135
C 0.2090 -0.9038 5.1236 -0.084 -0.239 -0.079
C -0.6878 2.9870 1.1044 -0.061 -0.050 -0.032
H 1.5057 -1.8105 -1.2759 0.243 0.217 -0.132
C -4.5618 -1.6638 -2.6902 0.091 0.148 -0.100
H -2.1202 -6.0168 -4.4423 -0.070 0.195 0.046
H -1.5576 3.2327 4.3741 0.003 0.006 0.001
C 0.5810 -0.7990 3.6639 0.100 0.079 -0.088
O 3.8222 -0.7590 -4.9777 -0.881 0.397 1.157
H -4.8641 6.1514 -3.1212 -0.143 -0.027 -0.032
C -4.6040 4.7820 -1.4928 -0.033 -0.010 -0.022
H -1.7248 2.6754 6.0516 -0.007 0.110 0.115
C -0.2603 3.5679 -0.2181 0.333 0.025 0.126
C -2.1083 3.3715 5.3033 -0.005 -0.079 -0.272
H 5.0307 -1.0786 0.1877 0.299 0.229 -0.098
C 5.9154 2.7311 2.2447 -0.020 -0.089 -0.219
O 0.1000 2.8528 2.0210 -0.102 0.333 -0.140
C 3.3993 0.9853 -3.4223 -0.674 -0.394 0.197
O 1.8699 -0.9098 -3.8910 0.507 0.252 -0.003
H -3.4958 -2.6513 -0.2504 -0.135 -0.044 -0.014
O 5.0282 0.5925 1.7179 0.005 0.064 0.169
H -6.6826 4.4639 -1.0763 -0.057 0.115 -0.070
H -4.4467 4.2824 6.6435 0.087 -0.042 0.113
H 2.4985 1.3760 -2.9492 -0.053 0.228 -0.072
H -1.9580 4.3933 5.6550 0.021 -0.044 0.142
H 2.6781 -1.2926 0.8812 -0.046 -0.121 0.308
C -1.2137 -4.9721 -2.2530 -0.261 0.238 -0.968
O -0.2945 -4.8243 -1.2795 -0.833 -0.042 0.163
C 3.1422 -2.0184 0.2147 -0.213 0.280 -0.484
C -2.0818 -6.8372 -3.7337 -0.083 0.005 0.135
C -2.1269 2.5812 1.2355 0.200 -0.199 0.349
H -2.3674 1.8181 0.4923 -0.081 0.153 -0.171
H 0.3143 -0.4238 -5.1487 0.252 -0.028 -0.216
S 2.7763 -3.6415 -1.9109 -0.472 -0.421 -0.695
H 5.8243 1.2002 4.6314 -0.034 0.136 0.046
H 2.6141 -0.1106 -1.3764 -0.095 -0.291 -0.048
H -5.4380 4.4994 -3.4470 -0.090 0.112 -0.006
C 4.3830 0.7141 -2.2840 -0.332 0.360 0.343
H 5.6958 -1.8065 -2.0961 -0.149 0.123 -0.427
C 1.2214 0.4812 3.2081 0.098 -0.457 0.015
H 4.4621 0.1850 4.1238 0.011 -0.029 -0.005
C -1.8147 -6.3601 -2.3044 0.839 -0.031 -0.380
H 0.7989 3.8176 -0.1814 0.001 -0.012 0.020
H 6.1100 2.7807 1.1758 -0.005 -0.012 -0.001
H -2.7705 3.4455 1.0848 -0.077 -0.069 -0.189
C 0.9620 -3.3129 0.1295 0.271 0.537 -0.506
H -3.6994 4.8474 -3.4236 0.005 -0.010 0.011
H -0.5726 -2.7535 -1.2887 0.015 0.017 -0.204
C 4.9192 1.1664 4.0231 -0.067 -0.214 -0.080
H -5.5219 3.0552 5.9472 0.002 -0.004 -0.013
C 2.0257 -2.5674 -0.6939 0.103 -0.438 0.083
C -0.3847 -0.5593 -3.1562 0.180 -0.155 -0.524
C 4.8489 -2.2351 -1.5716 0.823 -0.233 0.419
H -4.2642 -2.7069 -2.8091 -0.061 -0.038 0.058
O -1.5453 -4.0958 -3.0251 0.106 -0.199 0.882
C 4.2655 -1.2858 -0.5501 -1.185 -0.624 -0.208

=====

[2]
128
Properties=species:S:1:pos:R:3:forces:R:3 method="wB97M-V/def2-TZVPD" e_above_lowest_kj_mol=449.50 smiles="COC(=O)OC.COC(=O)OC.COC(=O)OC.COC(=O)OC.COC(=O)OC.COC(=O)OC.COC(=O)OC.COC(=O)OC.COC(=O)OC.O=C1OCCO1.O=C1OCCO1" homo_lumo_gap_ha=0.380 lumo_ev=0.22 charge=0
O -2.8610 3.8553 1.8872 -0.156 2.322 -0.944
H -2.4071 -2.8123 5.7839 0.257 -0.160 -0.242
C -2.4614 -0.5575 -4.6236 -2.076 2.032 -4.231
H 7.0274 3.3679 -2.5252 -0.446 -0.478 0.660
H -2.8314 -1.0012 -0.4592 -0.370 -0.881 -0.777
C 1.6493 3.1489 3.3516 0.932 -0.168 2.196
H -1.9442 3.5676 3.7516 0.036 0.852 -0.521
H 2.6657 -1.1507 -1.5968 -0.080 1.044 0.475
H -4.0124 -4.4230 5.1871 0.131 -0.034 -0.335
O 6.9950 -3.0714 3.6503 -4.200 1.030 5.457
C 0.7891 -1.3488 1.3970 -1.543 -1.745 -0.388
C 2.9579 1.4721 4.5197 -1.377 -0.004 1.072
H -3.5834 3.9319 -5.6849 0.195 -0.212 0.233
C 4.3228 -3.6296 3.0157 0.396 -0.277 -1.203
H -1.9343 -3.7935 -5.1915 -0.227 -0.089 -0.057
H 7.2100 -1.3996 7.2541 -0.695 0.050 -0.304
O 6.0631 -2.2974 5.7659 -0.898 -0.724 -1.658
H -3.1435 2.4345 3.3541 -0.170 -0.234 -0.470
H 0.1953 -0.5767 -3.3253 -0.829 0.283 0.019
C -7.2116 -2.7438 -3.2930 -0.146 -0.755 -1.421
C 4.5790 0.0739 1.6878 0.654 -0.174 0.071
H 1.3160 5.8984 1.5340 0.488 -0.076 0.623
H 7.6901 -0.6054 -1.2844 0.069 0.544 -0.156
H -4.9845 4.6125 -4.8572 0.168 -0.039 0.402
H 1.5964 -2.0784 1.3330 0.949 0.955 0.109
O -5.7897 -2.9755 -0.9395 1.145 3.490 -2.270
C -3.3378 -2.3892 5.4058 0.328 -0.181 1.617
C 0.3350 0.7937 0.8047 -0.214 -3.680 -0.963
O -3.5547 -3.3841 3.4392 -1.335 -1.873 -0.766
O -4.7020 2.6304 1.5049 -0.512 -0.482 0.209
H -7.5696 -2.3160 -4.2294 -0.647 0.675 0.513
O -4.2054 4.5057 0.3438 0.289 0.875 -0.164
O 5.4433 1.9389 -2.3959 0.007 1.491 0.894
O -2.6314 -4.6307 -3.4476 1.112 0.437 0.573
C 7.0695 0.0267 1.8242 0.016 -0.241 0.359
C -2.0711 4.6609 -3.2553 0.368 3.878 -0.162
O 1.0384 0.0110 1.6179 1.720 0.084 0.981
H -6.8600 -3.6664 -3.7548 1.578 -0.126 0.642
H 3.4700 -1.3420 -3.0484 0.499 0.482 -0.424
H -0.9716 3.6884 -0.3878 0.320 -0.880 -0.448
C 8.1338 -0.3419 -0.3243 0.019 -0.764 -0.571
H -5.2380 -3.2354 4.8088 -0.031 0.187 -0.947
H 6.2554 3.1279 -4.0424 -0.758 -0.285 0.032
C -4.6378 0.5039 -4.7477 1.190 -0.908 -2.068
C -2.1865 -4.2153 -2.2337 -2.685 -3.162 0.199
H 4.4016 -0.9155 1.2661 0.260 0.019 -0.335
H 0.4308 5.6288 3.1466 0.509 0.248 0.025
O -6.2776 -1.7678 -2.8109 0.700 0.288 0.529
O -3.3438 4.3359 -3.6234 0.339 -0.821 -0.192
H -3.8737 0.2391 -0.0333 -0.274 0.144 -0.111
C -5.3456 4.6359 -0.5564 0.289 -1.011 0.736
C -3.0824 -4.3464 -0.0134 0.234 -0.214 1.621
O 0.6924 2.9567 4.0261 -2.178 -0.477 0.510
H 3.9901 1.3478 4.8471 0.152 0.374 -0.793
O 6.9821 -0.0745 0.4840 -0.421 -0.010 0.311
C 7.2857 -1.9211 6.3000 2.604 -0.439 0.360
C 4.4784 1.1955 -2.9559 3.322 0.433 -4.125
O 4.3461 1.0139 -4.1488 -0.303 0.775 -0.084
H -5.1354 5.5245 -1.1517 0.013 -0.207 0.159
H -2.3581 -4.9428 0.5414 0.101 -0.156 0.102
H 7.8607 -2.8269 6.4922 0.120 -0.100 0.160
H 0.7324 -1.7171 -0.7399 -0.463 0.294 -0.399
O -1.1586 -3.6983 -1.9890 1.356 1.325 0.605
C 6.5150 2.6107 -3.1187 -0.270 -0.999 -0.869
H -0.2681 5.0189 -1.1333 -0.480 0.570 -0.805
H -4.2401 -1.2812 0.6546 0.001 -0.538 -0.451
O -3.0917 -4.7612 -1.3449 0.672 1.323 -2.074
O 5.8295 0.0783 2.4373 1.163 0.032 -0.553
O -2.4045 -1.8295 2.2928 0.296 -0.363 -1.463
O 4.6900 -3.0004 4.2275 1.904 0.054 0.903
H 5.0267 -3.4461 2.2039 0.407 0.022 0.272
O -1.7534 -1.3596 -3.9257 1.872 -1.041 2.744
H -3.5682 5.6300 -5.2197 -0.074 0.045 -0.025
H -6.2927 4.7229 -0.0239 0.185 0.230 0.291
H -3.7874 -1.9756 6.3085 -0.307 0.682 -0.536
H -1.6432 -5.5370 -5.0201 -0.423 -0.043 0.125
C 0.0424 -1.3644 0.0267 -0.275 -0.094 2.035
H 2.5365 0.5011 4.2597 0.074 0.010 -0.403
H 0.0894 -2.2632 -3.8169 -0.419 -0.022 0.604
H 0.0937 4.6868 1.7360 -0.123 -0.063 -0.040
H -0.9129 -1.8869 0.0769 0.529 -0.614 -0.248
H -1.5812 2.4567 2.4606 -0.061 -0.270 0.256
H 8.6917 -1.2477 -0.0871 -0.218 -0.010 0.887
H 0.1505 3.5193 -1.9136 0.084 -0.448 0.757
H 0.0366 -1.1296 -5.0375 -0.411 0.741 -0.020
C -3.8962 4.6364 -4.9142 0.740 0.787 -0.108
H 4.1895 -4.7088 3.0910 0.248 -0.057 0.456
C 3.0093 -0.5594 -2.4456 0.226 0.315 -1.050
O 3.9213 0.4982 -2.0756 -2.062 -2.497 4.295
H -5.6909 0.3195 -4.5355 0.465 -0.005 1.144
H 4.6043 0.8542 0.9271 -0.175 -0.176 0.009
O -3.7346 -0.4373 -4.1595 1.011 -0.826 1.919
C -0.3014 -1.2641 -4.0100 0.243 -1.335 -1.058
C -1.6608 -4.5835 -4.4922 0.148 0.264 -1.281
C -2.9680 -2.2306 3.2533 0.581 1.676 0.536
H -4.0761 -4.5540 0.3837 0.078 0.099 -0.124
H 3.7694 0.2292 2.4010 0.394 0.321 0.027
O -2.0961 -0.0969 -5.7057 -0.451 0.154 1.531
O -1.8000 3.9112 -2.2052 -0.642 -0.212 -0.172
C -2.3803 3.0601 2.8912 0.781 -2.209 1.676
H -8.0036 -3.1678 -2.6756 0.062 1.128 0.705
H 0.1963 -1.7168 2.2344 -0.402 0.129 -0.156
H -4.2366 1.5064 -4.5987 -0.518 0.030 0.036
C 0.8993 5.2007 2.2604 -0.878 -1.886 0.066
O -1.4321 5.6652 -3.6455 -1.521 -3.316 0.540
H 8.8756 0.4510 -0.4201 -0.480 0.354 0.258
H -2.8372 -3.3099 0.2180 -0.084 0.101 -0.660
H 2.2465 -0.0610 -3.0439 -0.323 -0.507 0.246
H 2.4084 1.7719 5.4120 -0.130 0.161 0.035
O 0.3178 1.9510 0.8274 -0.217 2.911 0.111
C -3.8905 -0.8245 -0.2712 -0.556 1.152 1.186
H 7.1917 1.8024 -3.3959 0.306 0.243 0.010
C -5.5838 -1.9407 -1.6595 -1.869 -4.686 2.731
O -3.0211 -1.4748 4.3584 -0.506 0.001 1.256
H 7.9073 -1.3551 5.6063 -0.349 0.277 -0.134
O 2.7831 2.4501 3.5050 1.532 -0.180 -1.207
H -0.6144 -4.3813 -4.2633 -0.248 0.010 0.990
C -4.1711 -3.4451 4.7324 0.696 0.081 0.864
C -3.9997 3.5741 1.2873 -0.894 0.037 -1.202
O 8.1136 0.0491 2.4330 -1.309 0.063 -0.309
H 3.3806 -3.2587 2.6123 -0.176 0.463 0.734
H -5.4473 3.7509 -1.1844 0.314 0.036 -0.098
O -0.3378 -0.0147 -0.0700 -0.056 1.680 -0.967
H -4.5691 0.1902 -5.7893 -0.112 0.966 -0.552
C -0.6487 4.0260 -1.3726 0.388 0.641 -0.060
O -4.8289 -0.9160 -1.3528 0.231 0.301 -1.312
C 6.0712 -2.8490 4.5458 0.618 -0.235 -5.159
O 1.8854 4.1778 2.6082 0.937 1.992 -2.065